(1)
3 unconnected molecules or ions with the total composition C34H75BN11O4P2 at a distorted geometry. Source: the OMol25 dataset; level of theory: ωB97M-V with the def2-TZVPD basis set.

- net charge = +1
- HOMO level (eV) = -9.3
- molecular weight (g mol⁻¹) = 774.807
- LUMO level (eV) = -2.03
- orbital gap (eV) = 7.27

Positions of all 127 atoms, in Å:
C -2.079 1.192 4.663
C -1.030 0.710 3.658
C -1.522 0.481 2.219
C -0.426 -0.254 1.444
N -1.964 1.720 1.535
C -1.082 2.530 0.678
C -0.648 3.854 1.278
C -1.012 5.038 0.651
C -0.597 6.254 1.155
C 0.187 6.331 2.291
C 0.555 5.153 2.924
C 0.137 3.939 2.417
C -3.208 2.129 1.671
N -3.695 3.258 1.062
C -5.174 3.215 1.231
C -6.039 3.993 0.258
C -6.017 5.513 0.502
C -7.234 5.996 1.272
O -4.830 5.886 1.202
C -5.458 1.753 1.584
C -5.428 0.673 0.457
C -6.092 1.025 -0.864
C -5.261 0.815 -2.126
N -7.285 1.445 -0.930
B -6.759 1.537 2.521
O -6.620 1.911 3.844
N -7.976 0.940 2.011
C -8.347 -0.251 2.786
C -9.090 1.884 1.849
N -4.194 1.531 2.391
H -1.713 0.949 5.662
H -3.027 0.671 4.558
H -2.211 2.273 4.648
H -0.697 -0.272 3.999
H -0.156 1.356 3.688
H -2.342 -0.235 2.303
H -0.856 -0.575 0.492
H -0.172 -1.168 1.973
H 0.440 0.363 1.229
H -0.196 1.983 0.380
H -1.610 2.772 -0.245
H -1.615 5.021 -0.248
H -0.865 7.167 0.640
H 0.535 7.268 2.700
H 1.192 5.171 3.797
H 0.476 3.047 2.926
H -3.532 3.251 0.057
H -5.344 3.741 2.179
H -5.840 3.745 -0.785
H -7.061 3.657 0.435
H -6.033 6.000 -0.477
H -7.173 7.083 1.358
H -7.274 5.603 2.289
H -8.171 5.781 0.757
H -4.640 6.800 0.976
H -5.979 -0.192 0.839
H -4.421 0.317 0.234
H -5.763 0.082 -2.756
H -5.105 1.748 -2.664
H -4.301 0.363 -1.875
H -7.523 1.595 -1.911
H -7.238 2.610 4.086
H -9.095 -0.042 3.555
H -7.479 -0.704 3.273
H -8.745 -1.015 2.114
H -9.145 2.644 2.639
H -10.016 1.313 1.824
H -9.003 2.348 0.866
H -4.127 0.528 2.506
O 0.758 -3.479 -0.426
P 1.273 -4.866 -0.650
N 1.262 -5.502 0.950
C 2.368 -5.749 1.842
C -0.045 -5.731 1.532
N 2.815 -4.501 -1.273
C 4.058 -5.184 -0.963
C 3.099 -3.090 -1.531
N 1.229 -6.413 -1.457
C 0.019 -6.589 -2.280
C 1.554 -7.657 -0.786
H 2.437 -6.813 2.110
H 2.264 -5.187 2.778
H 3.322 -5.467 1.408
H -0.487 -6.682 1.199
H -0.741 -4.930 1.265
H 0.012 -5.758 2.620
H 4.457 -4.904 0.018
H 4.818 -4.916 -1.699
H 3.973 -6.268 -1.032
H 3.331 -2.548 -0.604
H 2.265 -2.599 -2.022
H 3.953 -2.990 -2.204
H -0.883 -6.707 -1.667
H 0.106 -7.468 -2.920
H -0.128 -5.721 -2.928
H 0.782 -7.994 -0.082
H 2.503 -7.609 -0.258
H 1.665 -8.424 -1.554
O 7.333 -2.031 -4.737
P 8.007 -0.968 -3.935
N 7.608 -1.444 -2.329
C 6.656 -0.866 -1.417
C 8.239 -2.660 -1.853
N 7.172 0.401 -4.520
C 6.703 1.525 -3.736
C 6.253 0.171 -5.636
N 9.406 -0.020 -3.496
C 10.652 -0.549 -4.081
C 9.651 0.435 -2.143
H 7.145 -0.508 -0.498
H 5.898 -1.601 -1.115
H 6.121 -0.021 -1.840
H 9.265 -2.483 -1.496
H 8.285 -3.414 -2.643
H 7.674 -3.095 -1.028
H 5.796 1.293 -3.167
H 6.452 2.357 -4.398
H 7.468 1.921 -3.068
H 5.307 -0.279 -5.310
H 6.696 -0.475 -6.386
H 6.028 1.121 -6.125
H 10.953 -1.498 -3.620
H 11.473 0.159 -3.957
H 10.524 -0.724 -5.152
H 9.965 -0.363 -1.457
H 8.788 0.937 -1.711
H 10.452 1.176 -2.185

(2)
10 unconnected molecules or ions with the total composition C34H77Cl4N3O18 at a distorted geometry. Source: the OMol25 dataset; level of theory: ωB97M-V with the def2-TZVPD basis set.

- HOMO level (eV) = -8.8
- molecular weight (g mol⁻¹) = 957.805
- LUMO level (eV) = 0.29
- structure (SMILES) = COC[C@H](C)N.COC[C@H](C)N.COC[C@H](C)N.CCOC(=O)OC.CCOC(=O)OC.CCOC(=O)OC.CCOC(=O)OC.CCOC(=O)OC.ClCCl.ClCCl
- orbital gap (eV) = 9.07

Positions of all 136 atoms, in Å:
C 7.163 -0.819 0.662
C 5.841 -0.622 -0.049
C 5.138 -1.981 -0.224
O 3.926 -2.021 -0.994
C 3.369 -3.315 -0.837
N 5.082 0.364 0.766
H 7.699 -1.640 0.166
H 7.010 -1.121 1.699
H 7.852 0.017 0.565
H 6.016 -0.178 -1.035
H 5.019 -2.357 0.801
H 5.852 -2.650 -0.726
H 3.948 -4.019 -1.443
H 2.353 -3.261 -1.237
H 3.247 -3.645 0.199
H 5.062 -0.016 1.710
H 4.181 0.463 0.339
C 1.643 -0.685 1.272
C 1.089 -0.371 -0.089
C -0.134 0.541 -0.013
O -1.098 -0.189 0.744
C -2.195 0.666 1.057
N 2.186 0.267 -0.855
H 2.535 -1.312 1.155
H 1.026 -1.329 1.891
H 2.029 0.176 1.815
H 0.859 -1.311 -0.605
H -0.516 0.828 -0.996
H 0.207 1.373 0.616
H -2.969 0.070 1.536
H -2.590 1.198 0.187
H -1.788 1.394 1.767
H 2.985 -0.372 -0.879
H 1.832 0.434 -1.785
C 0.436 -0.069 4.550
C 1.037 1.246 5.023
C 1.805 1.957 3.902
O 2.166 3.259 4.256
C 2.881 3.950 3.270
N 0.070 2.101 5.720
H -0.218 -0.561 5.267
H 1.237 -0.774 4.333
H -0.097 0.178 3.627
H 1.792 1.088 5.809
H 1.142 1.905 3.021
H 2.664 1.358 3.572
H 2.383 4.009 2.296
H 3.870 3.522 3.073
H 3.011 4.973 3.621
H -0.781 2.168 5.161
H 0.485 3.032 5.688
C -3.622 4.593 2.275
C -2.713 4.492 1.072
O -1.439 3.963 1.481
C -0.590 3.695 0.500
O -0.830 3.870 -0.661
O 0.427 3.018 1.004
C 1.541 2.785 0.163
H -3.752 3.641 2.785
H -4.575 5.053 2.029
H -3.112 5.229 3.006
H -2.600 5.437 0.545
H -3.131 3.786 0.351
H 1.337 2.761 -0.907
H 2.025 1.836 0.398
H 2.291 3.555 0.356
C -7.397 -5.210 -4.386
C -7.822 -3.824 -3.860
O -7.090 -3.435 -2.718
C -6.542 -2.215 -2.734
O -6.706 -1.391 -3.586
O -5.888 -2.009 -1.594
C -5.181 -0.824 -1.432
H -6.979 -5.873 -3.631
H -6.567 -5.056 -5.083
H -8.213 -5.680 -4.930
H -8.847 -3.950 -3.497
H -7.812 -3.102 -4.671
H -4.126 -0.863 -1.715
H -5.132 -0.441 -0.410
H -5.622 0.017 -1.976
C 5.903 0.783 5.622
C 6.666 -0.353 4.943
O 5.906 -1.563 4.975
C 4.838 -1.723 4.220
O 4.435 -1.084 3.286
O 4.142 -2.731 4.812
C 3.017 -3.269 4.154
H 4.923 1.077 5.252
H 6.538 1.671 5.523
H 5.848 0.635 6.702
H 7.592 -0.555 5.471
H 6.846 -0.097 3.896
H 2.436 -3.839 4.875
H 3.252 -3.882 3.281
H 2.338 -2.494 3.794
C -3.006 -3.336 -4.746
C -2.771 -1.896 -4.350
O -1.445 -1.745 -3.821
C -0.643 -0.836 -4.352
O -0.874 -0.130 -5.296
O 0.476 -0.812 -3.631
C 1.573 0.022 -4.078
H -3.893 -3.461 -5.373
H -3.188 -3.967 -3.878
H -2.195 -3.721 -5.365
H -3.364 -1.704 -3.457
H -3.047 -1.203 -5.141
H 1.346 1.040 -3.776
H 1.743 0.048 -5.155
H 2.376 -0.559 -3.637
C -1.885 1.286 -2.776
C -2.627 2.104 -3.818
O -1.640 2.339 -4.828
C -2.001 3.029 -5.890
O -3.020 3.639 -6.060
O -0.986 3.052 -6.755
C -0.985 4.086 -7.728
H -1.023 1.847 -2.408
H -1.454 0.426 -3.293
H -2.446 0.944 -1.908
H -3.085 3.010 -3.428
H -3.421 1.469 -4.217
H -2.007 4.389 -7.940
H -0.440 3.854 -8.639
H -0.435 4.919 -7.279
C -6.273 0.920 2.432
Cl -6.646 2.394 1.518
Cl -4.961 1.294 3.549
H -7.107 0.497 2.979
H -5.876 0.223 1.701
C 0.170 -5.631 2.538
Cl 1.768 -6.420 2.448
Cl 0.264 -3.846 2.413
H -0.361 -5.992 1.665
H -0.365 -5.927 3.431

(3)
9 unconnected molecules or ions with the total composition C34H80Cl10N4 at a distorted geometry. Source: the OMol25 dataset; level of theory: ωB97M-V with the def2-TZVPD basis set.

- HOMO level (eV) = -8.1
- molecular weight (g mol⁻¹) = 899.572
- relative energy (zero: lowest compared OMol25 entry of this formula, charge and spin) (kJ/mol) = 411.1
- LUMO level (eV) = 0.22
- structure (SMILES) = CCN(CC)CC.CCN(CC)CC.CCN(CC)CC.CCN(CC)CC.ClCCCl.ClCCCl.ClCCCl.ClCCCl.ClCCCl
- orbital gap (eV) = 8.32

Positions of all 128 atoms, in Å:
Cl 5.931 2.804 -1.790
C 5.866 2.172 -0.117
C 5.038 0.779 0.024
Cl 5.425 -0.158 1.380
H 5.507 2.902 0.604
H 6.787 1.927 0.182
H 5.118 0.143 -0.878
H 4.097 1.104 -0.272
Cl -5.946 4.319 1.050
C -5.428 4.656 -0.684
C -4.457 3.525 -1.068
Cl -5.484 2.057 -1.402
H -4.918 5.590 -0.553
H -6.316 4.658 -1.262
H -3.879 3.343 -0.339
H -3.897 3.705 -1.874
Cl 5.397 -2.243 -2.519
C 3.765 -1.958 -3.341
C 3.848 -0.896 -4.385
Cl 2.200 -0.418 -4.906
H 3.129 -1.713 -2.577
H 3.383 -2.969 -3.632
H 4.579 -1.221 -5.253
H 4.448 0.074 -3.969
Cl 4.158 2.585 -5.664
C 3.783 4.330 -5.318
C 2.584 4.761 -6.205
Cl 3.087 4.755 -7.883
H 4.708 5.012 -5.380
H 3.495 4.391 -4.341
H 2.078 5.525 -5.881
H 1.969 3.945 -6.173
Cl -2.427 -0.010 -5.263
C -2.660 1.770 -5.193
C -1.277 2.302 -5.333
Cl -1.248 4.072 -4.995
H -3.138 1.836 -4.301
H -3.200 2.045 -6.051
H -0.922 2.222 -6.410
H -0.517 1.877 -4.648
C 2.142 2.122 -2.157
C 0.869 2.061 -1.240
N 1.028 0.947 -0.298
C 0.266 0.931 0.816
C -1.107 1.429 0.613
C 0.854 -0.381 -0.947
C 1.617 -1.442 -0.275
H 2.208 2.971 -2.885
H 2.174 1.301 -2.663
H 3.216 1.985 -1.683
H 0.075 2.087 -1.866
H 0.868 3.063 -0.742
H 0.814 1.369 1.490
H 0.214 0.210 1.703
H -1.478 2.221 -0.064
H -1.304 1.866 1.586
H -1.640 0.457 0.598
H 1.030 -0.286 -2.038
H -0.139 -0.808 -0.878
H 1.264 -1.760 0.821
H 2.748 -1.282 -0.266
H 1.558 -2.328 -0.832
C -5.127 -5.031 -1.093
C -3.785 -4.888 -1.607
N -3.213 -3.477 -1.267
C -1.759 -3.509 -1.057
C -0.959 -4.160 -1.950
C -3.545 -2.605 -2.494
C -3.296 -1.199 -1.952
H -5.758 -6.029 -1.236
H -5.828 -4.078 -1.267
H -4.946 -5.064 -0.183
H -3.586 -5.042 -2.544
H -3.030 -5.512 -1.334
H -1.690 -4.075 -0.115
H -1.451 -2.390 -0.900
H -1.205 -4.961 -2.701
H -0.235 -4.667 -1.445
H -0.780 -3.346 -2.492
H -4.683 -2.819 -2.591
H -3.153 -2.786 -3.447
H -3.672 -0.467 -2.879
H -2.238 -1.177 -1.948
H -3.724 -0.918 -1.024
C 2.454 -2.514 4.738
C 3.012 -2.738 3.303
N 3.858 -3.877 3.293
C 3.757 -4.857 2.176
C 3.682 -4.442 0.922
C 5.267 -3.462 3.552
C 6.208 -4.574 4.206
H 1.527 -1.752 4.677
H 3.404 -2.236 5.409
H 1.842 -3.475 5.130
H 3.447 -1.810 2.964
H 2.187 -2.973 2.670
H 2.647 -4.861 2.297
H 3.968 -5.914 2.540
H 3.510 -3.411 0.567
H 2.879 -5.219 0.257
H 4.776 -4.644 0.322
H 5.306 -2.566 4.140
H 5.955 -3.069 2.571
H 5.871 -4.567 5.209
H 7.117 -4.271 4.065
H 6.021 -5.551 3.749
C -1.742 1.195 4.566
C -2.332 2.630 4.604
N -3.756 2.679 5.132
C -4.169 3.870 5.745
C -3.753 5.082 5.091
C -4.722 2.212 4.145
C -5.842 1.601 4.877
H -0.581 1.317 4.524
H -2.340 0.607 3.960
H -1.856 0.718 5.390
H -2.253 3.081 3.747
H -1.639 3.286 5.384
H -3.741 3.741 6.693
H -5.185 3.873 6.268
H -3.174 5.097 4.229
H -3.524 5.925 5.893
H -4.620 5.238 4.435
H -4.237 1.443 3.428
H -5.072 2.991 3.216
H -5.491 0.821 5.559
H -6.446 1.029 4.167
H -6.541 2.170 5.523